Entry 1:
28
Properties=species:S:1:pos:R:3 method="wB97M-V/def2-TZVPD" spin_multiplicity=6 charge=+1 s2=8.795 relative_energy_kcal_mol=4.4
Ir 0.47056 0.44845 -0.15815
Se 1.56133 -1.42620 1.68147
Te -0.18413 -2.47659 2.93583
Te -2.39356 -1.15011 1.88003
Se -1.49006 1.05603 1.55601
N -1.05106 1.24049 -1.75143
C -1.68312 0.05223 -2.34774
C -1.73425 -1.04767 -1.29294
O -2.69392 -1.76571 -1.11516
O -0.64522 -1.15697 -0.57558
H -1.73672 1.78325 -1.23490
H -0.64520 1.84295 -2.45973
H -1.05872 -0.30289 -3.16853
H -2.68563 0.25776 -2.71989
O 2.17133 2.58947 0.69182
N 1.52997 1.73712 0.35134
F 6.16974 -3.27515 -1.98419
C 5.06314 -2.82728 -1.37178
C 5.21983 -1.76371 -0.36176
F 6.17643 -1.75294 0.53143
C 4.21974 -0.82474 -0.49119
F 4.07294 0.21377 0.32843
C 3.31283 -1.12851 -1.50135
Se 1.88291 -0.12148 -2.13179
C 3.76334 -2.39107 -2.14319
F 3.68300 -2.45198 -3.48584
C 3.82562 -3.63740 -1.35797
F 3.09486 -3.95268 -0.29853



Entry 2:
105
Properties=species:S:1:pos:R:3 method="wB97M-V/def2-TZVPD" energy_ha=-19937.34051 charge=+1
C 7.61895 -0.03183 1.98008
C 6.92005 0.99906 1.10495
O 7.39301 2.08945 0.99684
O 5.72916 0.71481 0.45740
C 4.59597 1.02316 1.30040
C 3.32700 1.14766 0.45723
C 2.44473 2.31041 0.94739
C 0.92998 2.03112 0.75925
C 0.15608 2.86893 1.81591
C -1.25410 3.31575 1.29748
C -2.26591 2.25976 1.66400
C -2.70744 2.24648 2.98388
C -3.60472 1.30272 3.45550
C -4.04825 1.27180 4.90688
N -3.20449 0.30985 5.63019
C -4.06681 0.34783 2.53761
C -3.63970 0.38646 1.23398
C -4.18760 -0.68321 0.33016
C -3.37568 -1.73808 -0.05241
C -3.80801 -2.74216 -0.92238
C -5.11942 -2.60666 -1.37750
C -5.85880 -1.52443 -0.90798
N -5.44735 -0.56515 -0.09391
N -2.75303 1.33153 0.79920
C -2.36441 1.31716 -0.62260
N -1.28151 0.37898 -0.91392
H 7.74120 -1.00957 1.49612
H 8.60673 0.33201 2.25143
H 7.00654 -0.16245 2.87214
H 4.80639 1.97296 1.80588
H 4.47723 0.22167 2.04090
H 2.76312 0.21269 0.48565
H 3.61167 1.36327 -0.57493
H 2.58184 2.43426 2.02855
H 2.64277 3.25116 0.43059
H 0.71017 0.96898 0.86846
H 0.58546 2.37218 -0.21984
H -0.01191 2.20608 2.67076
H 0.74051 3.72780 2.14402
H -1.49821 4.22940 1.84531
H -1.24409 3.58453 0.24434
H -2.31711 2.99777 3.66193
H -3.96631 2.24734 5.38091
H -5.06492 0.87235 4.90762
H -3.20373 -0.59549 5.17103
H -2.23451 0.61005 5.63202
H -4.76090 -0.41110 2.88283
H -2.36176 -1.75463 0.31148
H -3.17185 -3.55926 -1.23294
H -5.54387 -3.33138 -2.06033
H -6.89249 -1.45387 -1.24580
H -3.21784 1.04792 -1.25167
H -2.03317 2.29407 -0.96793
H -0.96310 -0.09911 -0.08550
H -1.55456 -0.26601 -1.64214
C -8.78746 1.23141 0.71136
Cl -7.19460 0.93488 1.41451
Cl -9.89401 1.81228 1.96088
Cl -8.64359 2.45350 -0.55626
Cl -9.40824 -0.27594 0.02114
C 5.03935 -3.06590 1.61946
Cl 6.67487 -3.22067 0.99118
Cl 4.45203 -4.63234 2.18488
Cl 5.04002 -1.92414 2.97556
Cl 3.98720 -2.46767 0.33362
C -10.14591 0.22796 -3.89185
Cl -8.57479 -0.05303 -3.11106
Cl -11.31027 0.83648 -2.71490
Cl -9.94383 1.41567 -5.18271
Cl -10.73559 -1.29112 -4.57140
C 5.81171 0.75908 -3.53656
Cl 7.14012 1.67076 -2.82343
Cl 5.10235 -0.30009 -2.31187
Cl 4.57908 1.88663 -4.13039
Cl 6.41187 -0.22424 -4.87327
C 10.35552 -0.20620 -4.18248
Cl 9.81350 -0.16092 -2.49733
Cl 10.15767 1.39154 -4.90659
Cl 12.05598 -0.67572 -4.24389
Cl 9.38723 -1.38574 -5.07451
C 4.97933 -3.93956 -6.42165
Cl 3.68810 -3.42964 -5.32371
Cl 6.51116 -3.25107 -5.87423
Cl 5.09063 -5.70170 -6.42400
Cl 4.62522 -3.36650 -8.05378
C 10.58790 -4.46173 -0.16554
Cl 10.04135 -4.40237 1.51644
Cl 10.39608 -2.86504 -0.89305
Cl 12.28714 -4.93507 -0.21887
Cl 9.61717 -5.63908 -1.05732
C -3.39511 0.89256 -4.65065
Cl -4.49836 0.58575 -5.98613
Cl -1.72736 0.81754 -5.21856
Cl -3.71863 2.49164 -3.96454
Cl -3.64123 -0.33832 -3.39194
C -1.93973 -4.52380 2.79956
Cl -0.28046 -4.83434 2.28475
Cl -2.68938 -6.02503 3.33642
Cl -1.93515 -3.35346 4.13092
Cl -2.85837 -3.84134 1.43410
C -7.71597 4.62259 3.77783
Cl -7.83305 5.31571 2.15855
Cl -7.12098 5.84460 4.90474
Cl -9.30469 4.06221 4.29862
Cl -6.58784 3.25252 3.74519



Entry 3:
17
Properties=species:S:1:pos:R:3 method="wB97M-V/def2-TZVPD" charge=0 relative_energy_kcal_mol=145.2
C -0.00867 0.29940 -0.28529
C -1.44455 -1.23012 -0.17615
C -0.47376 1.29083 0.74620
C 0.88310 -0.69497 0.00698
N 2.35758 0.67358 -0.34562
O -2.65446 -0.58899 -0.40785
N 1.30744 -1.74908 0.43834
H -2.73340 -0.38412 -1.34608
H -0.09008 0.56254 -1.33382
H 2.32732 1.24399 -1.18871
H 2.60378 1.29950 0.41954
H 2.32421 -1.74476 0.54646
H -1.43262 -1.60391 0.84255
H -1.18087 -1.98677 -0.91619
H -0.18165 0.98642 1.74948
H -0.04038 2.26729 0.53477
H -1.56296 1.35917 0.71539



Entry 4:
87
Properties=species:S:1:pos:R:3 method="wB97M-V/def2-TZVPD" spin_multiplicity=2 charge=+1 s2=0.780 relative_energy_kcal_mol=35.9
Re 0.28975 -1.35309 -0.81755
C -2.94439 -2.12970 2.53750
C -2.44063 -1.96515 1.12699
N -1.16412 -2.20411 0.84928
N -0.48097 -2.83477 1.83735
C 0.64187 -3.39051 1.55452
N 1.35152 -4.02135 2.50660
S 1.33418 -3.41709 -0.06963
C -3.37083 -1.62200 0.13128
C -4.67948 -1.19459 0.42199
C -5.54052 -0.77182 -0.55226
C -5.09927 -0.73696 -1.90420
C -3.89350 -1.25324 -2.20936
N -3.03159 -1.74346 -1.24090
H -2.12076 -2.43722 3.17556
H -3.72466 -2.88772 2.58529
H -3.34345 -1.18682 2.90551
H 0.91336 -4.20777 3.39162
H 2.15174 -4.56113 2.22756
H -4.99738 -1.19236 1.45096
H -6.54121 -0.45520 -0.31302
H -5.72987 -0.32877 -2.67693
H -3.51512 -1.29611 -3.22044
C 3.16675 2.32673 2.45908
C 3.47683 0.86032 2.46767
C 4.33968 0.40907 3.46333
C 4.75612 -0.90448 3.54210
C 4.32385 -1.81456 2.59281
C 3.45031 -1.39630 1.61005
C 2.98958 -0.08026 1.54911
P 1.81557 0.22005 0.16847
C 0.81349 1.62343 0.78829
C 0.13447 1.20540 1.93915
C -0.65430 2.07305 2.66132
C -0.78767 3.38543 2.23102
C -0.16815 3.78533 1.06543
C 0.62750 2.92221 0.31468
C 1.25756 3.49198 -0.92083
C 2.96765 0.57559 -1.20508
C 3.98416 1.52595 -1.13377
C 4.83351 1.71656 -2.20716
C 4.68111 0.94916 -3.35283
C 3.69626 -0.01991 -3.41483
C 2.83338 -0.23397 -2.34082
C 1.82838 -1.34368 -2.38293
H 4.04148 2.88444 2.78918
H 2.35314 2.54947 3.14987
H 2.88307 2.67996 1.47404
H 4.70315 1.12139 4.18961
H 5.42884 -1.20978 4.32842
H 4.66903 -2.83666 2.62054
H 3.10741 -2.09420 0.85944
H 0.26424 0.17825 2.26423
H -1.15789 1.74087 3.55616
H -1.36840 4.09334 2.80201
H -0.28414 4.80220 0.71844
H 0.48753 3.89898 -1.57779
H 1.83866 2.75185 -1.46044
H 1.90672 4.32296 -0.64509
H 4.10893 2.11744 -0.24058
H 5.61451 2.46067 -2.15366
H 5.34439 1.08858 -4.19354
H 3.59782 -0.63636 -4.29793
H 2.39562 -2.28004 -2.27276
H 1.37957 -1.40880 -3.38465
C -2.31761 -5.09190 -2.35574
O -2.95270 -3.90347 -1.87933
C -2.22327 -2.82686 -1.68653
O -1.04385 -2.73343 -1.93812
H -2.82446 -5.92870 -1.87951
H -1.25740 -5.08302 -2.10507
H -2.44149 -5.15590 -3.43709
C -3.73559 3.25992 0.65280
C -3.94401 2.19254 -0.42044
C -2.67969 1.72140 -1.03283
N -1.98276 0.71844 -0.66942
N -0.92318 0.44687 -1.44401
C -0.77622 1.28744 -2.44738
N 0.17960 1.21317 -3.37940
S -2.01836 2.51004 -2.47315
H -4.70242 3.62455 0.98828
H -3.16138 4.10085 0.27250
H -3.20684 2.83017 1.49795
H -4.57992 2.58715 -1.21617
H -4.43697 1.33193 0.03196
H 0.96147 0.59852 -3.19309
H 0.32267 1.98958 -4.00368